[1]
Molecular formula: C5H19BCl2HgO6P
Method: DFT, the ωB97M-V functional and the def2-TZVPD basis

Each line ends with the natural charge from an NBO analysis.
Element x y z (Å)
Hg: -0.84064 -0.29362 -1.54368  1.546
Cl: -1.53982 2.11656 -2.12846  -0.831
Cl: 1.26212 -0.88332 -2.95265  -0.840
B: -2.57877 -1.60040 -2.68502  -0.910
H: -3.35904 -0.83041 -2.14002  -0.019
H: -1.95740 -2.21264 -1.79712  -0.028
H: -3.14668 -2.45436 -3.33140  0.031
H: -1.86836 -0.95739 -3.44424  0.013
C: 0.87020 2.07193 2.66919  -0.250
O: 2.02833 1.90972 1.84716  -0.819
P: 1.94859 1.09193 0.50309  2.626
O: 0.62583 0.51735 0.22586  -1.164
O: 2.47930 2.05863 -0.60844  -0.810
C: 1.73561 3.23152 -0.95050  -0.269
O: 3.12193 0.07591 0.64180  -0.823
C: 3.17232 -1.11104 -0.17033  -0.253
H: 1.15886 1.91718 3.70315  0.180
H: 0.07498 1.39366 2.35392  0.211
H: 0.46690 3.07778 2.52681  0.181
H: 0.87346 2.95800 -1.56741  0.250
H: 2.39961 3.88636 -1.50393  0.184
H: 1.34588 3.73811 -0.06314  0.164
H: 3.81632 -0.92389 -1.02503  0.200
H: 2.18473 -1.42141 -0.50183  0.233
H: 3.61900 -1.89563 0.44342  0.166
C: -1.24267 -1.98726 1.47917  -0.082
C: -2.54481 -1.32167 1.21799  -0.091
O: -2.37017 -0.12977 0.48060  -0.728
O: -0.57857 -2.19140 0.24202  -0.730
H: -1.47449 -2.94827 1.95390  0.164
H: -0.61504 -1.37508 2.13938  0.164
H: -3.05985 -1.14732 2.16798  0.161
H: -3.18115 -1.98254 0.61932  0.195
H: -2.79184 0.60281 0.93411  0.491
H: -0.03467 -2.98004 0.26432  0.487

Cartesian forces (eV/Å) of the 6 atoms listed first:
0.108 0.313 -1.511
0.099 -0.101 0.354
-0.007 0.009 0.312
-0.466 0.265 0.313
-0.204 -0.185 -0.109
0.105 -0.005 -0.078

Results
- Relative energy (zero: lowest compared OMol25 entry of this formula, charge and spin): 0.000 eV
- Highest occupied orbital energy: -5.2 eV
- LUMO: 2.5 eV
- Charge: -1
- F_max: 1.547 eV Å⁻¹



[2]
Molecular formula: C20H48FN4O7
Method: DFT, the ωB97M-V functional and the def2-TZVPD basis

Each line ends with the Mulliken charge.
Element x y z (Å)
C: 4.45373 -1.53220 4.44834  -1.241
C: 4.35351 0.00516 4.14619  0.346
F: 4.95954 0.70720 5.17535  -0.367
C: 2.85059 0.37849 3.96563  0.125
C: 2.56940 1.87542 4.34501  -1.117
N: 1.22905 2.35893 3.87631  0.132
C: 0.33490 1.27924 3.32576  -0.155
C: -0.57049 0.70528 4.46961  -1.009
C: -1.95286 0.10084 3.98281  0.641
N: -1.96990 -0.38694 2.59848  -0.688
N: -3.10448 0.97154 4.16382  -0.584
N: -2.19367 -1.07490 4.85151  -0.764
C: 1.11052 0.19871 2.47628  -0.553
O: 2.53364 0.26827 2.56725  -0.380
H: 5.43573 -1.93915 4.13413  0.365
H: 3.66786 -2.05841 3.86343  0.289
H: 4.25368 -1.75495 5.52006  0.348
H: 4.94705 0.16313 3.22089  0.327
H: 2.21689 -0.31846 4.55849  0.288
H: 3.32917 2.46631 3.77994  0.358
H: 2.77763 2.09575 5.41480  0.360
H: 0.75676 2.89530 4.61036  0.420
H: 1.37170 3.02085 3.10728  0.477
H: -0.35800 1.80052 2.62019  0.538
H: -0.02100 -0.06641 5.06106  0.187
H: -0.81021 1.53860 5.17976  0.408
H: -1.76689 0.33865 1.91653  0.284
H: -1.39387 -1.20896 2.47384  0.244
H: -3.32411 1.51465 3.33811  0.246
H: -3.04584 1.53657 5.00162  0.250
H: -1.72636 -1.89373 4.46665  0.278
H: -3.19032 -1.28410 4.82352  0.335
H: 0.72346 -0.80592 2.76485  0.341
H: 0.86287 0.35428 1.40110  0.270
C: -3.68616 -2.34206 0.77634  -0.680
O: -3.13285 -3.00301 -0.34490  -0.237
C: -3.83421 -4.16942 -0.75716  -0.540
C: -4.08379 -4.17350 -2.25934  -0.297
O: -4.96187 -3.16710 -2.75042  -0.465
C: -4.54806 -1.80855 -2.66107  -0.274
C: -3.33472 -1.40988 -3.49181  -0.513
O: -2.14375 -2.02935 -3.02221  -0.207
C: -1.35105 -2.61550 -4.03699  -0.845
H: -3.26128 -2.75228 1.69704  0.232
H: -3.41785 -1.28862 0.70622  0.097
H: -4.77762 -2.40806 0.80062  0.453
H: -4.78429 -4.28142 -0.22670  0.356
H: -3.20428 -5.03210 -0.51061  0.372
H: -4.56910 -5.12191 -2.50472  0.451
H: -3.14776 -4.17223 -2.81709  0.043
H: -4.42286 -1.51453 -1.61967  0.020
H: -5.39628 -1.22713 -3.03351  0.430
H: -3.19562 -0.32639 -3.41958  0.347
H: -3.52044 -1.65124 -4.54363  0.393
H: -1.94974 -3.03606 -4.84926  0.402
H: -0.77831 -3.42880 -3.58812  0.263
H: -0.64910 -1.87231 -4.43388  0.216
C: 2.42908 1.65614 -6.50925  -0.809
O: 2.74241 2.38169 -5.33303  -0.297
C: 1.94177 3.53612 -5.13158  -0.535
C: 1.38945 3.61445 -3.71394  -0.237
O: 0.45220 2.60513 -3.34765  -0.444
C: 0.90497 1.25909 -3.25108  -0.188
C: 1.91570 0.96371 -2.14891  -0.316
O: 3.16693 1.59155 -2.38290  -0.321
C: 3.69431 2.27628 -1.26610  -0.789
H: 3.00558 2.04109 -7.35419  0.290
H: 2.70592 0.61347 -6.34233  0.232
H: 1.35977 1.68570 -6.73748  0.384
H: 1.11550 3.58398 -5.84681  0.343
H: 2.58505 4.40819 -5.29726  0.392
H: 0.84004 4.55673 -3.63589  0.436
H: 2.18926 3.68106 -2.97653  0.032
H: 1.25814 0.90329 -4.21747  -0.062
H: 0.00913 0.67051 -3.02852  0.408
H: 2.09229 -0.11583 -2.10817  0.508
H: 1.49337 1.26937 -1.18321  0.064
H: 2.91234 2.73365 -0.65067  0.330
H: 4.33896 3.07428 -1.63724  0.284
H: 4.29907 1.59232 -0.65825  0.280

Cartesian forces (eV/Å) of the 6 atoms listed first:
-0.317 0.298 -0.209
0.107 -2.071 -0.241
-0.447 0.260 -0.110
0.239 1.065 0.021
2.295 -0.244 0.142
0.259 0.005 -0.610

Results
- Highest occupied orbital energy: -10.7 eV
- LUMO: -3.4 eV
- Charge: +1
- F_max: 2.312 eV Å⁻¹



[3]
Molecular formula: C17H40LaNP3S
Method: DFT, the ωB97M-V functional and the def2-TZVPD basis

Each line ends with the natural charge from an NBO analysis.
Element x y z (Å)
La: -0.39262 1.00767 0.18450  1.837
P: -0.41081 -1.17339 2.33387  0.699
P: 2.60104 0.85293 0.90424  0.696
P: -3.23247 0.28073 -0.04996  0.691
H: -0.16871 2.45402 -2.57870  0.245
C: -1.01994 2.26123 -1.89893  -0.421
C: -1.12611 3.01491 -0.70264  -0.839
H: -0.24050 3.62382 -0.42122  0.268
C: -0.03674 -2.70933 1.38574  -0.924
C: 0.87642 -1.22392 3.63118  -0.919
C: -1.93131 -1.64072 3.24595  -0.920
C: 3.59845 2.04991 -0.04236  -0.918
C: 3.45412 0.87020 2.52527  -0.922
C: 3.10282 -0.73285 0.15006  -0.931
C: -4.35754 0.86249 -1.36413  -0.918
C: -4.31515 0.36643 1.41911  -0.926
C: -3.13137 -1.51024 -0.43590  -0.933
H: -1.97261 2.15706 -2.44212  0.267
H: -2.12637 3.40821 -0.46534  0.304
H: -0.10534 -3.58843 2.04089  0.275
H: 0.97160 -2.64664 0.95803  0.239
H: -0.74339 -2.81520 0.55152  0.241
H: 0.71703 -2.07263 4.30638  0.273
H: 0.84745 -0.29727 4.21808  0.247
H: 1.87020 -1.30864 3.17678  0.243
H: -1.73634 -2.50540 3.89244  0.271
H: -2.74002 -1.88695 2.54691  0.242
H: -2.25953 -0.80047 3.87186  0.248
H: 4.62173 1.67824 -0.17473  0.265
H: 3.62665 3.00307 0.49575  0.268
H: 3.13905 2.21517 -1.01976  0.225
H: 4.14196 0.02099 2.62909  0.270
H: 2.71095 0.81907 3.32855  0.246
H: 4.00430 1.80903 2.64586  0.274
H: 4.14850 -0.67148 -0.18645  0.267
H: 2.47818 -0.96244 -0.72840  0.225
H: 2.99744 -1.56891 0.85966  0.260
H: -5.22837 0.19535 -1.42168  0.272
H: -3.84388 0.90004 -2.33436  0.243
H: -4.70257 1.87336 -1.11483  0.262
H: -5.20366 -0.25618 1.24526  0.274
H: -4.61532 1.41185 1.56939  0.261
H: -3.79927 0.02367 2.32639  0.243
H: -4.05939 -1.80505 -0.94258  0.276
H: -2.99185 -2.11078 0.47081  0.250
H: -2.28650 -1.70467 -1.11342  0.240
C: 0.73056 -0.26422 -3.38816  0.032
C: 0.83153 -1.49252 -4.24563  -0.555
C: 2.09757 -2.19554 -3.91259  0.008
C: 3.19923 -1.42412 -3.66435  -0.305
C: 3.09560 -0.02312 -3.45195  0.026
C: 1.83206 0.59739 -3.36636  -0.366
S: -0.81332 -0.14792 -2.76742  0.085
H: -0.11656 -2.00761 -4.00553  0.264
H: 0.88954 -1.11562 -5.29270  0.334
H: 2.11866 -3.27558 -4.03478  0.263
H: 4.17452 -1.89963 -3.56441  0.269
H: 4.02556 0.53817 -3.26513  0.260
H: 1.69412 1.67746 -3.19410  0.246
N: -1.12524 2.30425 2.45043  -1.134
H: -0.44599 2.34910 3.21166  0.416
H: -1.99685 1.93846 2.85144  0.414
H: -1.32117 3.27315 2.16355  0.412

Cartesian forces (eV/Å) of the 6 atoms listed first:
2.562 -3.928 3.244
-0.176 -0.983 0.307
0.749 0.079 0.336
-1.088 -0.560 0.088
-0.409 -0.554 0.632
-1.768 5.095 -2.479

Results
- Relative energy (zero: lowest compared OMol25 entry of this formula, charge and spin): 0.000 eV
- Highest occupied orbital energy (spin up / spin down): -17.5 / -17.5 eV
- LUMO (spin up / spin down): -10.6 / -10.6 eV
- Charge: +3
- F_max: 5.935 eV Å⁻¹



Q: What is the formula in the first record?
A: C5H19BCl2HgO6P



Q: Number 2 is which compound?
A: C20H48FN4O7



Q: Which formula does entry 3 have?
A: C17H40LaNP3S